21
Properties=species:S:1:pos:R:3:forces:R:3 method="wB97M-V/def2-TZVPD" largest_force_ev_per_a=2.31 total_charge=0 de_lowest_ev=1.3233 homo_ev=-9.532
C -0.7597 -1.0145 -2.3769 0.2510 0.1566 -0.9927
N 0.0914 -1.1688 -1.2090 2.1866 0.6175 -0.4197
C 1.3454 -0.9073 -1.3557 -1.2961 0.1742 -0.1270
N 2.0249 -0.5327 -2.5820 0.2286 -0.3882 0.7402
H -1.1429 0.0206 -2.4001 0.2669 -0.2446 0.0141
H -1.6405 -1.6370 -2.2739 -0.0104 -0.2942 -0.0256
H -0.2534 -1.2099 -3.3656 -0.5580 0.1371 0.9804
H 1.9834 -0.8469 -0.4673 -0.3152 -0.2542 0.0116
H 2.8761 -0.0182 -2.3161 -0.4821 -0.4778 -0.3093
H 2.3240 -1.3779 -3.0885 -0.2715 0.5759 0.1387
C -1.1596 1.9008 1.4888 1.3428 0.4613 0.8640
C -0.0175 0.9201 1.8749 0.3103 0.1543 0.2375
C -0.5549 -0.3959 2.4770 0.1542 -0.6008 -1.6846
H -1.7180 1.5773 0.6250 -0.1625 -0.2426 -0.2683
H -0.7062 2.9055 1.2711 -0.6611 -0.7809 0.2211
H -1.8329 1.9583 2.3589 0.0669 0.3025 -0.3979
H 0.6994 1.4380 2.5640 -0.6898 -0.4411 -0.3286
H 0.5911 0.6666 1.0019 -0.2238 0.1204 -0.0818
H 0.0755 -1.2847 2.2254 -0.3178 0.7854 0.1853
H -0.6885 -0.3906 3.5288 -0.1038 0.2616 1.0745
H -1.5371 -0.6027 2.0193 0.2847 -0.0223 0.1684

***

15
Properties=species:S:1:pos:R:3:forces:R:3 method="wB97M-V/def2-TZVPD" largest_force_ev_per_a=2.68 total_charge=-1 de_lowest_ev=2.5751 homo_ev=-2.083
O 1.6333 0.8284 2.8420 0.5092 -0.8753 -0.2590
C 1.3382 0.9108 1.5484 -0.6460 2.2816 0.3344
C 0.5823 -0.2729 0.8645 0.1181 -1.6530 -0.6663
C 0.0039 0.1088 -0.5371 -1.4592 0.2018 2.0347
C -1.0979 -0.8987 -0.8886 -0.4827 1.8710 1.5957
S -1.6991 -0.9363 -2.5664 -0.5558 -1.4075 -1.9214
H 0.7729 1.8859 1.3870 -1.0465 -0.4291 -0.2164
H 2.1639 1.2994 0.8088 0.0585 -1.4669 0.3980
H -0.3861 -0.7882 1.3419 2.2057 1.5284 0.0309
H 1.3562 -1.0964 0.8294 -0.8440 0.4653 -0.1920
H 0.5960 0.3881 -1.3810 0.9037 -0.1584 -0.2955
H -0.5395 1.0037 -0.1895 0.1152 0.2311 -0.8213
H -0.7550 -1.9051 -0.7068 0.1334 -0.5381 -0.4442
H -1.9124 -0.7355 -0.1235 0.5411 -0.2273 -1.0363
H -2.0568 0.2081 -3.2291 0.4491 0.1766 1.4587

***

97
Properties=species:S:1:pos:R:3:forces:R:3 method="wB97M-V/def2-TZVPD" largest_force_ev_per_a=0.85 total_charge=+1 de_lowest_ev=0.4495 homo_ev=-9.205
Zn 0.2339 -0.6199 -0.7622 -0.1510 -0.0120 0.0155
N 0.9751 1.3057 -1.0035 0.0162 0.0935 -0.0165
C 1.0342 1.8423 -2.3638 -0.0584 -0.0040 0.0367
C 1.1384 3.2283 -2.4453 -0.0799 0.0215 -0.0334
C 1.1224 3.8879 -3.6581 -0.0001 -0.0063 -0.0009
C 0.9708 3.1362 -4.8127 -0.0026 0.0019 0.0156
C 0.8918 1.7595 -4.7295 -0.0097 -0.0225 -0.0004
C 0.9629 1.0490 -3.5188 0.0954 -0.0588 -0.0109
C 0.9510 -0.4579 -3.6084 -0.0396 0.0696 -0.0089
C 1.4307 -1.0344 -4.7951 -0.0172 0.0083 0.0430
C 1.2811 -2.3864 -5.0548 0.0043 -0.0091 0.0122
C 0.6603 -3.2011 -4.1189 0.0550 -0.0073 -0.0132
C 0.2813 -2.6513 -2.9039 0.0253 0.0057 -0.0018
C 0.4261 -1.2916 -2.6036 -0.0550 -0.0139 -0.0363
H 0.2839 1.8499 -0.4899 0.0811 0.0963 0.0537
H 1.8455 1.5085 -0.5215 0.0861 -0.1208 0.0203
H 1.2174 3.7924 -1.5216 0.0013 -0.0089 -0.0001
H 1.2048 4.9657 -3.6981 -0.0074 -0.0106 0.0007
H 0.9097 3.6186 -5.7793 0.0052 -0.0065 0.0085
H 0.7463 1.2040 -5.6441 0.0071 -0.0071 -0.0090
H 1.9343 -0.4259 -5.5337 -0.0040 0.0176 -0.0091
H 1.6445 -2.7970 -5.9882 -0.0043 0.0016 0.0081
H 0.5097 -4.2550 -4.3221 0.0016 0.0107 0.0000
H -0.1482 -3.3156 -2.1555 -0.0079 0.0070 -0.0101
C 3.5194 -1.3300 -0.7072 -0.0507 0.0432 0.0055
N 2.8645 -2.6282 -0.6304 0.0899 0.0105 -0.0715
C 3.2492 -3.5232 -1.7153 0.0781 -0.0636 0.1138
C 1.8423 -2.8617 0.2048 0.0712 -0.0025 0.1494
N 1.1757 -1.7995 0.6729 0.0181 -0.0918 0.1152
C 0.5414 -1.7659 1.9045 -0.0347 0.1402 -0.0869
C 0.3095 -2.6436 2.8940 0.0254 -0.0881 0.0593
C -0.6562 -2.4362 3.9461 0.0854 0.0404 -0.0556
C -1.7941 -1.7131 3.8276 -0.0171 0.1172 -0.0790
C -2.1941 -1.0154 2.6270 -0.0990 -0.0724 -0.0176
C -1.3228 -0.5440 1.7214 0.2756 0.1112 0.0081
N -1.4611 -0.2239 0.3780 -0.1673 -0.0535 -0.0391
C -2.6048 0.2670 -0.1000 0.0183 0.1409 0.0933
N -3.3076 1.2083 0.5614 0.0375 0.0180 -0.0373
C -4.7561 1.3084 0.4765 -0.0098 0.0105 -0.0024
C -2.6692 2.1110 1.5053 -0.0089 0.0194 -0.0688
N -3.0485 -0.1296 -1.3065 -0.0667 -0.0570 -0.0763
C -2.8868 -1.4974 -1.7767 0.0204 -0.0374 0.0115
C -3.7079 0.7724 -2.2377 -0.0163 0.0146 0.0092
N 1.5410 -4.1407 0.5456 -0.1038 0.0433 -0.1506
C 0.1538 -4.5826 0.5726 0.0176 -0.0153 0.0250
C 2.5317 -5.1977 0.6698 0.0238 0.0213 -0.0348
H 4.6002 -1.4781 -0.7010 -0.0012 -0.0187 -0.0424
H 3.2386 -0.7179 0.1422 0.0451 -0.0479 0.0139
H 3.2387 -0.8232 -1.6358 -0.0073 0.0008 0.0234
H 4.2946 -3.8176 -1.6064 -0.0053 -0.0290 -0.0173
H 3.1220 -2.9961 -2.6615 0.0043 0.0172 -0.0070
H 2.6255 -4.4084 -1.7378 -0.0712 -0.0137 0.0125
H 0.8283 -3.5916 2.8730 0.0032 0.0089 0.0037
H -0.5128 -3.0057 4.8561 0.0019 -0.0095 -0.0090
H -2.5077 -1.7440 4.6419 0.0043 -0.0153 0.0006
H -3.2501 -0.9679 2.3820 0.0004 -0.0058 0.0288
H -5.1627 0.4477 -0.0472 -0.0081 0.0054 0.0149
H -5.0716 2.2214 -0.0329 0.0060 -0.0056 0.0043
H -5.1622 1.3242 1.4897 -0.0074 -0.0076 -0.0055
H -1.5888 2.0924 1.3784 -0.0583 -0.0061 0.0068
H -2.9013 1.8379 2.5352 0.0057 -0.0185 0.0135
H -3.0261 3.1259 1.3210 -0.0160 -0.0099 -0.0018
H -2.4548 -2.1078 -0.9870 0.0034 0.0115 -0.0096
H -2.2377 -1.5425 -2.6497 0.0045 0.0209 -0.0101
H -3.8696 -1.8982 -2.0366 0.0047 -0.0034 -0.0041
H -3.6300 1.7979 -1.8872 0.0160 -0.0026 -0.0036
H -4.7618 0.5198 -2.3740 0.0040 -0.0040 0.0002
H -3.2077 0.6979 -3.2046 0.0060 -0.0072 -0.0052
H -0.5207 -3.7331 0.6385 0.0171 -0.0084 -0.0319
H -0.0201 -5.2243 1.4373 -0.0116 0.0153 0.0018
H -0.0669 -5.1528 -0.3349 -0.0014 -0.0189 0.0266
H 3.5343 -4.7828 0.6249 0.0046 0.0128 0.0051
H 2.4200 -5.9558 -0.1093 0.0146 0.0162 -0.0149
H 2.4024 -5.6852 1.6381 -0.0075 -0.0028 -0.0023
C 0.1558 5.9505 1.7737 -0.0178 0.0168 0.0014
C 0.2882 4.5280 2.2425 -0.0186 -0.0327 0.0207
C -0.5298 4.0158 3.2387 0.0477 -0.0363 0.0575
C -0.4334 2.6894 3.6682 -0.0263 0.2022 -0.0338
C -1.3462 2.2266 4.7755 -0.0123 -0.0565 -0.0208
C 0.5209 1.8415 3.0825 -0.0965 -0.4244 0.0934
C 0.6995 0.4252 3.5076 0.3769 0.6792 0.3350
O 0.0408 -0.4575 2.0910 -0.3358 -0.3304 -0.1819
C 1.4322 2.3940 2.1569 0.0613 -0.1019 0.0169
C 2.6310 1.5841 1.7416 -0.0401 -0.0563 -0.0228
C 1.2816 3.6986 1.7177 -0.0262 0.0419 0.0325
H -0.6423 6.4686 2.3038 0.0065 -0.0016 -0.0052
H -0.0643 5.9959 0.7050 0.0023 -0.0035 -0.0004
H 1.0821 6.5041 1.9368 -0.0037 -0.0118 0.0011
H -1.2704 4.6624 3.6982 0.0018 0.0139 -0.0148
H -2.0997 2.9832 4.9919 0.0004 0.0088 0.0046
H -0.7891 2.0415 5.6962 0.0071 0.0132 -0.0226
H -1.8554 1.2930 4.5257 0.0173 0.0082 -0.0117
H -0.1056 0.1716 4.1975 -0.0055 -0.1460 -0.1192
H 3.2410 1.3688 2.6211 0.0043 0.0464 -0.0234
H 3.2447 2.1201 1.0116 -0.0022 0.0042 0.0082
H 2.3479 0.6052 1.3578 -0.0238 0.0110 -0.0434
H 1.9913 4.1112 1.0052 0.0041 -0.0138 0.0030